{
  "formula": "C3H10N4O",
  "method": "the ωB97M-V functional and the def2-TZVPD basis",
  "species": ["O", "N", "N", "N", "N", "C", "C", "C", "H", "H", "H", "H", "H", "H", "H", "H", "H", "H"],
  "xyz": [[0.852, 1.168, -1.354], [-1.549, -0.924, -0.259], [0.652, 1.981, 1.224], [-2.341, 0.136, -0.869], [0.776, -0.153, 2.043], [0.712, 0.640, 1.045], [1.309, -1.119, -0.824], [0.777, 0.255, -0.560], [2.211, -1.320, -0.251], [-2.135, -1.758, -0.242], [-1.298, -0.584, 0.702], [0.529, -1.822, -0.519], [0.562, 2.352, 2.154], [-1.809, 0.993, -0.720], [0.851, -1.131, 1.786], [-2.306, -0.034, -1.874], [0.695, 2.567, 0.406], [1.512, -1.245, -1.886]],
  "lowdin_charge": [0.07, -0.09, 0.13, -0.06, 0.11, -0.45, -0.05, -0.39, 0.09, 0.08, 0.07, 0.06, 0.10, 0.05, 0.03, 0.07, 0.09, 0.09],
  "lumo_energy_ev": 0.55,
  "gap_ev": 9.04,
  "total_energy_ha": -414.51303,
  "e_homo_ev": -8.49,
  "smiles": "[H]/N=C(/N)C(C)=O.NN"
}